{
  "formula": "C39H28BrN4O6Ti",
  "method": "wB97M-V/def2-TZVPD",
  "symbols": ["Ti", "C", "O", "C", "C", "C", "C", "C", "C", "N", "N", "C", "O", "C", "C", "C", "C", "C", "C", "C", "O", "H", "H", "H", "H", "H", "H", "H", "H", "H", "H", "H", "H", "O", "C", "C", "C", "C", "C", "C", "C", "O", "N", "N", "C", "C", "C", "C", "C", "C", "C", "O", "H", "H", "H", "H", "H", "H", "H", "H", "H", "H", "Br", "C", "C", "C", "C", "C", "C", "C", "C", "C", "C", "H", "H", "H", "H", "H", "H"],
  "xyz": [[0.13, -0.56, -0.40], [0.67, 3.66, -1.91], [2.06, 3.35, -1.91], [2.60, 2.84, -0.76], [3.76, 3.44, -0.29], [4.42, 2.95, 0.83], [3.88, 1.87, 1.52], [2.72, 1.25, 1.05], [2.14, 0.18, 1.86], [1.12, -0.49, 1.51], [0.64, -1.40, 2.46], [-0.25, -2.15, 1.90], [-0.57, -2.11, 0.63], [-1.01, -3.10, 2.76], [-2.23, -3.59, 2.31], [-2.97, -4.45, 3.11], [-2.48, -4.84, 4.35], [-1.25, -4.36, 4.79], [-0.52, -3.49, 4.00], [2.09, 1.70, -0.11], [1.03, 1.07, -0.61], [0.46, 4.07, -2.90], [0.05, 2.78, -1.74], [0.44, 4.41, -1.15], [4.13, 4.29, -0.84], [5.33, 3.43, 1.18], [4.36, 1.50, 2.41], [2.58, -0.03, 2.83], [-2.61, -3.25, 1.35], [-3.93, -4.81, 2.77], [-3.05, -5.51, 4.97], [-0.87, -4.67, 5.76], [0.43, -3.10, 4.34], [-0.93, 2.94, 1.02], [-2.27, 3.03, 1.17], [-2.77, 4.27, 1.58], [-4.12, 4.46, 1.76], [-5.01, 3.40, 1.55], [-4.51, 2.18, 1.15], [-3.14, 1.96, 0.94], [-2.67, 0.60, 0.48], [-1.36, 0.45, 0.56], [-3.57, -0.19, 0.06], [-3.38, -1.53, -0.19], [-3.27, -1.90, -1.40], [-3.11, -0.99, -2.56], [-4.13, -0.78, -3.48], [-3.96, 0.12, -4.53], [-2.77, 0.83, -4.64], [-1.74, 0.61, -3.74], [-1.91, -0.31, -2.72], [-0.90, -0.57, -1.86], [-0.75, 2.00, 0.82], [-2.05, 5.07, 1.74], [-4.49, 5.43, 2.08], [-6.07, 3.54, 1.70], [-5.17, 1.34, 0.97], [-3.24, -2.97, -1.56], [-5.06, -1.31, -3.37], [-4.76, 0.29, -5.24], [-2.64, 1.55, -5.44], [-0.80, 1.15, -3.81], [1.87, 0.11, -3.57], [3.29, -0.24, -2.36], [4.46, 0.40, -2.61], [5.63, 0.06, -1.91], [5.60, -1.00, -1.05], [4.39, -1.69, -0.79], [4.40, -2.85, 0.02], [3.25, -3.54, 0.24], [2.02, -2.99, -0.18], [1.91, -1.82, -0.90], [3.16, -1.25, -1.35], [4.49, 1.16, -3.38], [6.55, 0.59, -2.10], [6.50, -1.34, -0.55], [5.35, -3.19, 0.43], [3.26, -4.46, 0.82], [1.11, -3.48, 0.15]],
  "mulliken_charge": [-0.368, -0.380, -0.533, -0.736, -0.444, -0.864, -0.834, 0.958, -0.882, 1.578, -1.539, 0.900, -0.277, 0.087, -0.198, -0.822, -0.334, -0.708, -0.396, 0.689, 1.724, 0.298, -0.132, 0.246, 0.490, 0.381, 0.424, 0.311, 0.391, 0.405, 0.374, 0.368, 0.455, -0.600, 0.364, -0.642, -0.285, -0.850, -0.627, 0.050, 0.515, -0.342, -0.481, -0.227, -1.111, 0.895, -0.633, -0.721, -0.822, -0.417, 0.682, -0.147, 0.320, 0.415, 0.371, 0.386, 0.431, 0.287, 0.435, 0.388, 0.400, 0.267, -0.101, 0.020, -0.382, -0.706, -0.894, 1.038, -0.934, -0.986, -0.301, 0.291, 0.539, 0.425, 0.412, 0.341, 0.344, 0.399, 0.562],
  "charge": -1,
  "fmax_ev_per_a": 0.75,
  "orbital_gap_ev": 7.409,
  "homo_ev": -5.27
}

{
  "formula": "C39H29BrF3N5OSSbTc",
  "method": "wB97M-V/def2-TZVPD",
  "symbols": ["Tc", "O", "N", "C", "C", "C", "C", "C", "S", "H", "H", "H", "H", "C", "C", "C", "C", "C", "C", "N", "N", "C", "C", "C", "C", "C", "N", "H", "H", "H", "H", "H", "H", "H", "H", "H", "Br", "C", "C", "C", "C", "N", "C", "H", "H", "H", "H", "F", "C", "C", "C", "C", "C", "C", "Sb", "C", "C", "C", "C", "F", "C", "C", "C", "C", "C", "C", "F", "C", "C", "H", "H", "H", "H", "H", "H", "H", "H", "H", "H", "H", "H"],
  "xyz": [[1.49, 0.16, 0.05], [1.47, 0.20, 2.09], [2.67, 0.24, 2.77], [2.57, 0.27, 4.12], [3.69, 0.30, 4.89], [4.94, 0.29, 4.25], [5.00, 0.26, 2.88], [3.83, 0.24, 2.11], [3.84, 0.24, 0.37], [1.56, 0.27, 4.50], [3.60, 0.32, 5.96], [5.85, 0.30, 4.84], [5.95, 0.25, 2.35], [2.05, -2.60, -4.81], [1.25, -1.50, -5.11], [1.08, -0.48, -4.20], [1.71, -0.58, -2.96], [2.53, -1.65, -2.65], [2.70, -2.66, -3.58], [1.55, 0.47, -1.96], [1.48, 1.63, -2.44], [1.37, 2.61, -1.46], [1.29, 3.94, -1.82], [1.26, 4.89, -0.82], [1.31, 4.49, 0.51], [1.38, 3.15, 0.81], [1.40, 2.22, -0.17], [2.18, -3.40, -5.53], [0.76, -1.44, -6.08], [0.47, 0.39, -4.42], [3.06, -1.68, -1.71], [3.35, -3.50, -3.35], [1.28, 4.19, -2.87], [1.20, 5.95, -1.07], [1.29, 5.22, 1.32], [1.41, 2.78, 1.83], [-0.51, -4.79, -2.25], [0.50, -4.01, -0.90], [1.18, -4.76, 0.03], [1.95, -4.11, 0.99], [2.02, -2.73, 0.98], [1.34, -2.00, 0.08], [0.59, -2.63, -0.84], [1.12, -5.85, 0.01], [2.50, -4.66, 1.73], [2.63, -2.20, 1.69], [0.07, -2.03, -1.58], [-3.90, 3.46, 4.94], [-3.31, 2.79, 3.95], [-2.40, 3.45, 3.16], [-1.79, 2.74, 2.13], [-2.11, 1.40, 1.91], [-3.04, 0.77, 2.72], [-3.65, 1.47, 3.76], [-1.26, 0.37, 0.29], [-2.18, 1.29, -1.35], [-3.10, 2.32, -1.20], [-3.71, 2.89, -2.31], [-3.39, 2.40, -3.56], [-3.97, 2.94, -4.63], [-2.49, 1.37, -3.75], [-1.88, 0.81, -2.63], [-2.23, -1.49, 0.42], [-3.21, -1.86, -0.50], [-3.85, -3.08, -0.39], [-3.49, -3.92, 0.65], [-4.09, -5.11, 0.75], [-2.53, -3.59, 1.58], [-1.89, -2.36, 1.46], [-2.18, 4.49, 3.34], [-1.09, 3.26, 1.49], [-3.32, -0.27, 2.55], [-4.39, 1.00, 4.40], [-3.36, 2.69, -0.21], [-4.43, 3.69, -2.22], [-2.29, 1.01, -4.75], [-1.18, -0.01, -2.77], [-3.50, -1.18, -1.31], [-4.62, -3.39, -1.09], [-2.29, -4.28, 2.38], [-1.13, -2.09, 2.19]],
  "lowdin_spin": [1.764, 0.083, 0.005, 0.004, 0.006, 0.005, 0.006, 0.009, 0.080, 0.000, 0.000, 0.000, 0.000, 0.001, 0.000, 0.002, 0.009, 0.004, 0.000, 0.008, -0.043, 0.008, -0.007, 0.009, -0.005, 0.006, 0.001, 0.000, 0.000, 0.000, 0.002, 0.000, 0.000, 0.001, 0.000, 0.000, -0.002, -0.002, 0.015, -0.001, 0.014, 0.014, 0.017, 0.001, 0.000, 0.001, 0.002, 0.000, 0.000, 0.000, -0.001, -0.005, -0.001, 0.000, -0.006, -0.003, -0.001, 0.000, 0.000, 0.000, 0.000, -0.001, 0.004, 0.000, 0.000, 0.000, 0.000, 0.000, 0.000, 0.000, 0.000, 0.000, 0.000, 0.000, 0.000, 0.000, 0.000, 0.000, 0.000, 0.000, 0.000],
  "charge": 2,
  "fmax_ev_per_a": 1.28,
  "spin_multiplicity": 3,
  "orbital_gap_ev": [7.108, 6.632],
  "homo_ev": [-13.73, -13.69]
}